Entry from the OMol25 dataset: a cluster of 10 separate species, C19H58O19 in total at a distorted geometry (ωB97M-V/def2-TZVPD).

## Properties
* highest occupied orbital energy: -0.363 hartree
* lowest unoccupied orbital energy: 0.4 eV
* structure (SMILES): OCCO.OCCO.OCCO.OCCO.OCCO.OCCO.OCCO.OCCO.OCCO.CO
* electronic energy: -59541.3278 eV
* relative energy (zero: lowest compared OMol25 entry of this formula, charge and spin): 2.7 kcal per mole

Geometry as ORCA input:
```
! RIJCOSX wB97M-V def2-TZVPD def2/J DEFGRID3
* xyz 0 1
O 1.253 -3.979 -1.086
H 1.856 -2.139 -0.534
H -0.961 0.023 -2.784
H 2.291 -1.585 1.665
C 4.137 0.918 -3.019
H -1.150 -4.236 -4.234
O -1.139 -3.623 2.818
H 0.438 -0.158 3.660
H -4.228 3.489 -0.160
H 0.762 -5.584 -5.072
O 2.094 -4.175 -4.748
C 0.917 -4.825 -4.274
O 3.745 -2.371 -2.429
H 3.457 0.564 -3.785
H -4.113 6.099 -0.300
C -2.212 -4.217 2.056
C -3.601 5.314 0.356
H -1.549 1.621 -0.975
H -2.511 4.571 -2.138
H -0.368 2.077 0.684
C 2.248 3.598 3.675
O -1.080 2.545 2.229
C -1.888 1.721 3.049
O -3.726 -0.295 -1.307
H 1.242 0.685 1.253
O 2.500 5.920 3.326
O 1.331 2.470 3.611
H 4.378 -2.763 -0.471
H 2.453 3.767 4.706
H -0.138 -4.649 -0.252
H -4.203 3.453 2.427
O 5.154 0.002 -2.814
O -2.247 4.058 -1.348
H -1.929 2.107 4.128
C 3.687 -3.135 -1.200
H 2.793 0.329 -0.277
H 0.082 -3.328 -5.136
H 2.490 -3.682 -4.059
H -2.821 -0.683 -1.162
O 2.669 0.234 -1.224
H 4.216 1.672 -1.114
C -2.191 4.948 -0.201
H 0.919 -1.822 3.744
H -2.840 -4.602 0.058
H 2.693 2.134 -1.921
O -0.190 -1.224 1.983
H -0.366 -4.145 2.572
C -0.458 0.005 -1.796
H -1.578 0.647 3.113
H 3.077 -1.677 -2.243
C -0.116 -3.814 -4.226
C 3.398 1.323 -1.794
H 4.802 -0.935 -2.725
H -1.637 4.427 0.600
H -3.072 -3.632 2.362
H -3.525 5.790 1.316
H -4.061 -0.808 -3.444
H 4.582 1.834 -3.452
C -0.532 1.393 -1.188
H -3.370 1.800 1.483
O 2.154 0.505 1.707
C 0.751 -0.988 3.040
O -0.823 -4.987 0.345
C -4.463 -0.869 -2.398
H 1.103 -5.255 -3.324
O 0.037 -2.970 -3.046
H -4.855 -1.908 -2.281
H -0.693 -2.053 2.183
O -4.062 2.842 3.130
H -2.329 -5.271 2.329
H -0.554 -2.188 -3.161
H 0.878 -3.464 -1.862
H 1.467 4.822 2.104
H 0.608 -0.297 -1.889
C -1.963 -4.173 0.584
O 0.232 1.582 0.058
H -1.866 -3.154 0.233
H 3.204 3.401 3.131
H 0.727 5.065 3.691
C 1.625 4.811 3.157
C 2.109 -0.731 2.396
C -3.336 1.766 2.600
O -1.241 -0.946 -1.040
C 2.308 -3.133 -0.528
H 1.731 1.867 3.026
H -0.074 2.139 -1.850
H -5.399 -0.323 -2.388
H -0.207 2.483 2.781
O -4.440 4.212 0.458
H -3.780 0.823 2.920
H 2.345 6.218 4.237
H -0.701 -0.982 -0.180
H 2.391 -3.317 0.548
H 2.849 -0.632 3.159
H 3.948 -4.146 -1.464
H -1.545 5.805 -0.386
*
```

Entry from the OMol25 dataset: a structure of composition C37H57BN5O3SiW (ωB97M-V/def2-TZVPD).

## Properties
* highest occupied orbital energy (spin up / spin down): -0.378 / -0.412 hartree
* lowest unoccupied orbital energy (spin up / spin down): -3.5 / -5.3 eV
* electronic energy: -63268.1132 eV
* relative energy (zero: lowest compared OMol25 entry of this formula, charge and spin): 3.8 kcal per mole

Geometry as ORCA input:
```
! RIJCOSX wB97M-V def2-TZVPD def2/J DEFGRID3
* xyz 1 3
H 6.089 -0.687 1.574
H 3.214 -0.239 -4.919
C 2.182 -0.107 -1.249
N -0.568 2.148 0.112
H -5.596 -1.358 -0.315
H 1.748 -2.778 -1.935
C 5.337 -0.779 -3.259
H 5.069 1.344 5.257
C 5.595 -0.742 -4.765
C -0.342 -1.211 4.579
H 1.871 -4.431 1.314
H -1.422 0.643 -5.326
C 0.441 0.107 4.682
H 4.991 -1.477 -5.299
H -1.290 -0.341 -3.871
O -0.058 0.185 -1.810
H 6.686 -2.451 -2.982
H 1.631 -1.271 -6.047
H 1.504 2.511 -0.063
C -3.418 -1.060 -0.322
H 4.269 0.382 0.800
H 5.397 0.246 -5.186
C 5.654 -2.190 -2.744
H 4.220 -0.623 -0.805
C 5.584 0.511 4.775
C 1.057 0.181 6.080
C 1.468 -3.419 1.227
C 0.608 0.221 -4.804
H 5.257 -0.419 5.243
O -0.594 -1.889 -0.061
C -0.846 0.494 -4.412
H 6.649 0.624 4.978
C 0.186 4.225 0.462
H 0.256 0.145 6.819
Si 0.183 -3.376 -0.119
N -3.477 1.087 0.118
C 2.915 -0.208 -3.882
H 7.213 -0.566 2.925
H -1.613 -4.505 1.126
C -4.722 0.650 0.072
H 5.314 2.670 3.090
H 5.801 -1.624 3.044
H 6.924 1.958 2.936
N -2.639 0.042 -0.128
H -1.887 -4.637 -0.617
H 0.832 5.077 0.561
C 1.102 1.413 -5.636
H 1.087 2.331 -5.046
H -0.692 -5.666 0.168
H 4.999 -2.930 -3.207
H -5.536 1.335 0.240
O -0.088 0.001 1.801
C 5.358 0.499 3.263
C 1.183 0.096 2.246
H 6.642 -0.978 -4.955
C 3.887 -0.443 -2.912
H -1.100 -1.249 5.364
H -2.952 -2.012 -0.513
C -1.192 4.179 0.622
H 1.607 1.111 6.236
H 0.449 1.553 -6.498
C 2.872 0.251 3.874
H -3.637 2.918 1.419
H 6.051 1.251 -2.917
H -3.637 3.225 -0.559
C -0.507 1.305 4.518
H -0.033 -0.936 -6.514
C 2.170 0.113 1.221
C 1.218 0.053 -2.279
H 1.046 -3.146 2.197
H 7.307 0.009 -2.827
C 6.268 0.235 -2.581
C 0.636 -1.054 -5.660
H 2.116 1.267 -6.009
C 3.883 0.333 2.896
C 5.871 1.825 2.683
H 6.174 0.209 -1.494
H 3.168 0.294 4.909
C 3.506 -0.391 -1.578
H -0.846 -1.314 3.619
H -1.255 1.288 5.311
N -1.624 2.940 0.407
H -0.946 1.394 -3.804
H 1.424 -4.513 -1.930
H 0.044 2.245 4.595
N 1.610 -0.007 -0.006
H 0.324 -2.065 4.716
H 0.301 -1.917 -5.082
H -1.894 4.961 0.859
H 5.784 1.852 1.596
H 5.534 -2.263 -1.662
C -1.122 -4.663 0.163
C 1.511 0.148 3.594
C 1.558 0.032 -3.617
C 0.532 2.928 0.144
H 1.724 -0.660 6.279
B -3.159 2.615 0.359
C -4.738 -0.719 -0.213
C 6.159 -0.666 2.663
C 3.522 0.271 1.568
H -1.029 1.291 3.563
H 2.305 -2.749 1.018
W -0.576 0.000 -0.032
H 0.227 -3.400 -2.592
C 0.967 -3.531 -1.799
*
```

Entry from the OMol25 dataset: an isolated molecule of C4H6O2 at a distorted geometry (ωB97M-V/def2-TZVPD).

## Properties
* highest occupied orbital energy: -0.362 hartree
* lowest unoccupied orbital energy: 0.8 eV
* structure (SMILES): CC(=O)CC=O
* electronic energy: -8339.3449 eV
* relative energy (zero: lowest compared OMol25 entry of this formula, charge and spin): 25.7 kcal per mole

Geometry as ORCA input:
```
! RIJCOSX wB97M-V def2-TZVPD def2/J DEFGRID3
* xyz 0 1
H 0.927 -0.464 -1.387
H -0.472 0.238 1.765
H 2.143 -0.651 0.014
C -0.455 -0.179 0.759
O 0.166 1.882 -0.296
H 2.316 0.695 -1.173
H -0.061 -1.204 0.834
C 1.613 0.034 -0.665
H -2.654 -0.462 0.965
O -2.121 -0.313 -0.970
C -1.860 -0.310 0.207
C 0.457 0.735 -0.054
*
```

Entry from the OMol25 dataset: a cluster of 2 separate species, C6H8Si in total at a distorted geometry (ωB97M-V/def2-TZVPD).

## Properties
* highest occupied orbital energy: -0.273 hartree
* lowest unoccupied orbital energy: 0.3 eV
* electronic energy: -14221.9709 eV
* relative energy (zero: lowest compared OMol25 entry of this formula, charge and spin): 130.9 kcal per mole

Geometry as ORCA input:
```
! RIJCOSX wB97M-V def2-TZVPD def2/J DEFGRID3
* xyz 0 1
H 0.774 1.672 1.468
Si -0.213 -0.797 1.240
H -2.037 1.585 -0.553
H -3.270 0.120 2.108
H 0.615 -2.928 0.046
C 0.426 -1.864 -0.112
H 1.125 1.472 -1.721
C 0.786 0.822 0.767
C 2.216 0.811 0.242
C -2.973 0.600 1.239
C 1.339 1.115 -0.635
C -2.453 1.216 0.333
H 1.378 -1.362 -0.267
H 0.042 -1.938 -1.111
H 3.267 0.587 0.386
*
```

Entry from the OMol25 dataset: a cluster of 3 separate species, C6H15NO in total at a distorted geometry (ωB97M-V/def2-TZVPD).

## Properties
* highest occupied orbital energy: -0.232 hartree
* lowest unoccupied orbital energy: 0.7 eV
* electronic energy: -9997.2994 eV
* relative energy (zero: lowest compared OMol25 entry of this formula, charge and spin): 148.9 kcal per mole

Geometry as ORCA input:
```
! RIJCOSX wB97M-V def2-TZVPD def2/J DEFGRID3
* xyz 0 1
H 1.589 -1.394 1.483
C 0.353 -0.292 -1.573
H 2.665 0.753 0.416
H 1.664 1.961 1.284
H -2.034 1.037 0.161
H 0.001 0.265 1.843
H -2.665 -1.601 -0.995
H -3.404 -1.250 0.409
H 2.245 -1.657 -0.149
C -1.099 1.552 0.429
N -2.607 -0.993 -0.175
C 1.331 -1.518 0.432
H -0.112 -1.224 -1.894
O -1.440 -1.343 0.544
H 0.707 -2.407 0.336
C 1.761 1.353 0.389
H 1.323 -0.213 -2.071
H -0.284 0.531 -1.889
C -0.116 0.495 0.793
H -0.785 2.142 -0.432
H 1.654 1.937 -0.518
H -1.272 2.227 1.267
C 0.526 -0.362 -0.087
*
```

Entry from the OMol25 dataset: a cluster of 9 separate species, C50H51N7O20 in total at a distorted geometry (ωB97M-V/def2-TZVPD).

## Properties
* highest occupied orbital energy: -0.361 hartree
* lowest unoccupied orbital energy: -0.9 eV
* structure (SMILES): O=[N+]([O-])c1ccccc1.O=[N+]([O-])c1ccccc1.O=[N+]([O-])c1ccccc1.O=[N+]([O-])c1ccccc1.O=[N+]([O-])c1ccccc1.O=[N+]([O-])c1ccccc1.O=[N+]([O-])c1ccccc1.CCOC(=O)OC.CCOC(=O)OC
* electronic energy: -104038.2605 eV

Geometry as ORCA input:
```
! RIJCOSX wB97M-V def2-TZVPD def2/J DEFGRID3
* xyz 0 1
C -0.847 10.284 -9.986
H -4.009 15.062 -13.580
C -6.871 9.549 -20.392
C -7.570 10.665 -14.595
O -8.260 10.686 -10.575
H -5.152 15.414 -12.308
H -1.641 -0.857 -19.120
H -2.162 5.990 -22.066
C -0.853 8.984 -10.436
H 4.096 10.026 -15.934
C 3.261 9.535 -16.414
H -3.061 11.611 -12.124
H -4.438 10.330 -18.175
O -5.100 6.609 -19.831
C -7.155 11.198 -9.846
H 0.759 -0.166 -19.072
C -5.947 11.546 -10.696
O 0.715 8.359 -8.886
H -7.915 9.273 -20.402
H 1.273 3.384 -22.315
C -4.245 6.929 -17.732
H -4.461 13.862 -12.285
C -9.938 7.474 -22.425
O -2.578 3.884 -23.127
H 0.085 9.980 -17.471
C -9.419 6.814 -19.799
N 0.084 7.993 -9.864
C 3.429 8.239 -16.842
C -4.844 10.102 -21.517
C -3.168 7.287 -16.938
C -5.785 7.491 -15.986
C -0.578 4.584 -22.237
C -1.629 8.567 -11.505
O -6.918 12.926 -15.148
H -5.302 12.284 -10.216
H -8.101 9.772 -14.921
C -9.246 6.319 -22.131
O -2.899 10.386 -22.708
H -7.959 11.722 -16.403
C -9.048 8.082 -12.684
H -8.170 8.062 -13.338
C 1.202 8.168 -17.655
H -4.932 8.134 -14.156
H -7.538 12.141 -9.449
C -4.884 10.089 -19.132
H 2.700 5.183 -21.659
H -3.175 10.658 -20.332
C -4.186 10.275 -20.306
O -2.973 6.819 -19.688
H -3.126 9.246 -12.901
C -2.023 2.231 -17.831
C 0.299 1.793 -18.313
C -0.209 6.880 -21.762
O -9.867 6.973 -17.560
H -6.293 11.259 -16.272
C -4.707 7.717 -15.133
H -8.490 5.060 -20.575
C -7.138 11.630 -15.691
C -6.171 9.759 -21.576
H -3.287 0.501 -18.029
C 2.045 10.177 -16.613
H 0.400 7.673 -18.188
N -0.373 4.020 -17.617
C -1.089 5.864 -22.057
H 1.814 7.513 -21.644
O -5.851 14.214 -13.821
C -2.291 0.915 -18.121
C 1.167 6.664 -21.825
H -6.867 10.620 -8.965
O 0.184 6.912 -10.396
O -4.889 12.266 -14.425
H -6.713 9.460 -18.249
H -6.804 7.702 -15.692
H -2.165 7.233 -17.332
C -5.788 13.059 -14.457
N -1.433 3.572 -22.871
C -9.057 5.950 -20.812
H -6.641 10.320 -14.134
O -4.739 10.240 -23.817
H -5.376 10.698 -11.067
H -0.136 10.575 -9.226
O -1.288 4.741 -17.255
O -7.147 8.778 -10.915
C -10.416 8.279 -21.387
H -11.005 9.159 -21.607
H 1.977 11.226 -16.362
H -0.534 7.909 -21.671
N -4.111 10.256 -22.777
H -10.145 7.845 -23.421
H -1.670 12.248 -10.297
C -0.011 0.522 -18.750
H 2.496 6.544 -17.884
N -4.087 6.782 -19.188
H -9.002 7.177 -12.078
C -6.202 9.670 -19.183
C -4.809 14.627 -12.983
O 4.980 6.629 -17.292
C 1.028 9.490 -17.250
C -10.176 7.934 -20.076
H -6.375 6.965 -17.941
O -0.937 2.490 -23.132
C 1.651 5.360 -21.849
C -5.534 7.047 -17.272
C -0.719 2.655 -17.951
C -8.095 9.487 -11.114
O -9.107 9.258 -11.915
H -10.579 8.562 -19.293
O 5.469 8.053 -15.735
C 0.777 4.330 -22.165
C -2.483 9.496 -12.063
C -2.464 10.825 -11.680
H 1.338 2.086 -18.364
H -1.546 7.551 -11.856
N 4.728 7.583 -16.596
H -6.300 12.096 -11.582
C -1.633 11.220 -10.629
H -8.830 5.698 -22.912
C -3.425 7.683 -15.628
C -1.333 0.100 -18.721
O 0.776 4.388 -17.672
H -2.836 2.921 -17.666
H -2.535 8.058 -15.132
O -8.397 5.558 -18.193
H -8.219 11.226 -13.925
H -9.885 8.009 -13.372
H -6.789 9.708 -22.461
C 2.447 7.569 -17.545
N -9.203 6.422 -18.410
*
```